No. 1
Formula: C39H33GeN7O4SW
Source: the Open Molecules 2025 dataset
Level of theory: ωB97M-V/def2-TZVPD

Last column: Löwdin spin population.
Cartesian coordinates (Å):
W (-0.221, -0.279, 0.054)  0.761
O (-0.466, -3.675, -2.495)  0.026
C (-0.269, -2.472, -2.013)  0.033
O (-0.301, -2.211, -0.733)  -0.003
C (-0.001, -1.350, -2.833)  0.022
C (0.230, -1.289, -4.222)  0.009
C (0.625, -0.096, -4.780)  0.041
C (0.853, 1.021, -3.950)  -0.010
C (0.616, 0.904, -2.602)  0.039
N (0.129, -0.230, -2.024)  -0.015
C (0.975, 1.905, -1.526)  0.003
O (1.196, 3.069, -1.693)  0.022
O (0.968, 1.280, -0.354)  -0.004
H (-0.660, -4.350, -1.824)  0.000
H (0.097, -2.182, -4.809)  0.000
H (0.819, -0.033, -5.839)  0.002
H (1.235, 1.949, -4.345)  -0.001
C (1.449, 1.278, 3.892)  0.004
C (1.126, 0.559, 2.618)  0.033
N (0.028, 0.903, 1.863)  -0.025
N (-0.354, 2.249, 1.962)  -0.002
C (-1.023, 2.863, 0.978)  -0.001
N (-1.273, 4.160, 1.025)  -0.002
S (-1.685, 1.913, -0.301)  0.010
C (1.961, -0.449, 2.081)  0.001
C (3.130, -0.933, 2.724)  0.008
C (3.958, -1.817, 2.084)  -0.001
C (3.663, -2.201, 0.763)  0.011
C (2.515, -1.725, 0.182)  0.008
N (1.628, -0.922, 0.815)  0.021
H (0.566, 1.742, 4.335)  0.000
H (2.212, 2.047, 3.745)  0.002
H (1.850, 0.582, 4.624)  0.001
H (0.159, 2.817, 2.637)  0.000
H (-0.902, 4.780, 1.732)  0.000
H (-1.784, 4.588, 0.265)  0.000
H (3.383, -0.592, 3.714)  0.000
H (4.837, -2.208, 2.571)  0.000
H (4.329, -2.846, 0.217)  0.001
H (2.257, -1.992, -0.845)  0.001
C (-3.428, -5.616, -0.857)  -0.001
C (-3.590, -4.646, -1.834)  0.000
C (-3.386, -3.309, -1.536)  -0.001
C (-3.010, -2.914, -0.251)  -0.003
C (-2.843, -3.903, 0.718)  -0.001
C (-3.082, -5.237, 0.431)  0.000
Ge (-2.721, -0.930, 0.105)  -0.002
C (-3.673, -0.005, -1.412)  0.009
C (-4.834, 0.735, -1.196)  0.001
C (-5.498, 1.320, -2.260)  0.001
C (-5.003, 1.202, -3.550)  0.002
C (-3.845, 0.472, -3.778)  0.000
C (-3.179, -0.107, -2.714)  0.002
C (-3.745, -0.465, 1.786)  0.006
C (-3.894, 0.871, 2.170)  0.000
C (-4.579, 1.212, 3.322)  0.001
C (-5.092, 0.221, 4.146)  -0.001
C (-4.964, -1.107, 3.771)  0.001
C (-4.308, -1.451, 2.601)  0.000
H (-3.568, -6.658, -1.096)  0.000
H (-3.868, -4.923, -2.840)  0.000
H (-3.566, -2.571, -2.302)  0.000
H (-2.561, -3.637, 1.725)  0.000
H (-2.983, -5.977, 1.211)  0.000
H (-5.233, 0.826, -0.198)  0.000
H (-6.397, 1.887, -2.077)  0.000
H (-5.506, 1.685, -4.373)  0.000
H (-3.453, 0.369, -4.778)  0.000
H (-2.275, -0.676, -2.906)  0.000
H (-3.505, 1.653, 1.532)  0.000
H (-4.711, 2.250, 3.580)  0.000
H (-5.594, 0.489, 5.062)  0.000
H (-5.389, -1.882, 4.390)  0.000
H (-4.284, -2.485, 2.291)  0.000
N (1.435, -6.021, 2.710)  0.000
C (0.838, -5.062, 2.875)  0.000
C (0.153, -3.825, 3.029)  0.000
C (-0.312, -3.366, 4.263)  0.000
C (-0.960, -2.142, 4.285)  0.000
C (-1.076, -1.406, 3.118)  0.000
N (-0.590, -1.817, 1.930)  -0.006
C (-0.017, -3.029, 1.900)  -0.001
H (-0.162, -3.947, 5.161)  0.000
H (-1.374, -1.758, 5.203)  0.000
H (-1.594, -0.452, 3.124)  0.000
H (0.337, -3.393, 0.941)  0.000

## Properties
net charge: +3
HOMO energy (spin up / spin down): -15.812 / -15.800 eV
E_tot: -128751.8165 eV
HOMO-LUMO gap (spin up / spin down): 5.19 / 4.96 eV
multiplicity: 2

---

No. 2
Formula: C5H14NOP
Source: the Open Molecules 2025 dataset
Level of theory: ωB97M-V/def2-TZVPD

Last column: Löwdin spin population.
Cartesian coordinates (Å):
C (2.408, -1.006, 0.437)  0.035
C (1.163, 1.960, -0.593)  0.073
C (-1.820, -1.779, 0.333)  0.080
C (-2.665, 0.935, 0.853)  0.084
C (1.774, -0.496, -0.812)  0.049
N (0.877, 0.564, -0.305)  0.764
O (-1.064, 0.304, -1.364)  0.412
P (-2.268, -0.168, -0.517)  0.407
H (2.046, -0.560, 1.393)  0.003
H (2.388, -2.183, 0.430)  0.005
H (3.500, -0.712, 0.357)  0.002
H (1.993, 2.327, -1.194)  0.000
H (0.306, 2.163, -1.232)  0.029
H (1.161, 2.327, 0.394)  0.016
H (-2.572, -2.158, 0.896)  0.001
H (-0.888, -1.760, 0.896)  0.010
H (-1.495, -2.342, -0.617)  0.001
H (-3.793, 1.004, 1.070)  0.002
H (-2.458, 1.999, 0.590)  -0.001
H (-2.174, 0.716, 1.771)  0.011
H (2.523, 0.035, -1.463)  -0.001
H (1.057, -1.171, -1.322)  0.018

## Properties
HOMO energy (spin up / spin down): -7.660 / -8.555 eV
E_tot: -18234.0758 eV
HOMO-LUMO gap (spin up / spin down): 8.68 / 7.39 eV
multiplicity: 3

---

Q: Which of these has the lowest E_tot?
A: C39H33GeN7O4SW

---

Q: Among the records above, which one has the lowest multiplicity?
A: C39H33GeN7O4SW

---

Q: The highest E_tot belongs to which entry?
A: C5H14NOP